Below is a structure of composition C36H56KO16S4Sn in a non-equilibrium geometry, with properties calculated with ωB97M-V/def2-TZVPD.

Atoms and positions in Å:
Sn1 -4.5053 6.9539 4.4423
K1 0.0283 3.3291 7.4762
C1 -2.4963 0.7318 1.0867
C2 -1.3172 0.2155 0.6186
C3 0.0095 0.7435 1.1467
O1 1.1450 0.1855 0.9187
C4 0.0627 1.8139 2.0219
C5 -1.1497 2.4074 2.4639
C6 -2.5335 1.8678 1.9799
O2 -3.5206 2.4858 2.3767
O3 -1.0862 3.3684 3.1806
O4 -1.4076 -0.7134 -0.2508
H1 -3.4771 0.4305 0.7495
H2 1.0270 2.1019 2.4139
C7 5.2542 -0.3776 4.8523
S1 4.2142 -0.7035 6.3190
O5 3.9118 0.7413 6.7694
C8 2.7598 -1.4658 5.5579
H3 6.2810 -0.1059 5.0971
H4 4.7974 0.5009 4.3967
H5 5.3834 -1.2646 4.2321
H6 2.0850 -1.8492 6.3232
H7 3.0632 -2.3775 5.0432
H8 2.2499 -0.7778 4.8836
C9 -6.2777 5.4785 -1.0623
S2 -5.0842 6.7270 -1.6509
O6 -4.0337 6.8122 -0.6038
C10 -4.3131 5.7030 -3.0021
H9 -5.8089 4.5445 -0.7525
H10 -6.9768 5.2868 -1.8763
H11 -6.7812 5.9517 -0.2193
H12 -3.4564 6.1856 -3.4725
H13 -5.0422 5.4170 -3.7602
H14 -3.9160 4.7571 -2.6337
C11 -5.0318 -1.3669 6.1166
S3 -5.2054 -3.1621 5.8197
O7 -6.2038 -3.4439 4.7242
C12 -3.4810 -3.4963 5.1365
H15 -4.0746 -1.1745 6.6011
H16 -5.7757 -0.9713 6.8081
H17 -5.1128 -0.7854 5.1982
H18 -3.3504 -4.4186 4.5704
H19 -2.8654 -3.6306 6.0259
H20 -3.2100 -2.6132 4.5579
C13 1.1709 -5.8413 1.4306
S4 2.2121 -6.9332 2.5880
O8 1.4385 -6.8018 3.9253
C14 1.6072 -8.5561 1.8190
H21 1.2824 -6.3198 0.4576
H22 1.6824 -4.8803 1.3761
H23 0.1546 -5.6857 1.7928
H24 1.6800 -9.3541 2.5580
H25 2.2036 -8.8512 0.9557
H26 0.6093 -8.5022 1.3839
C15 -0.7818 1.0315 -9.5710
C16 -0.4756 1.8433 -8.4858
C17 -0.8328 1.3198 -7.2424
C18 -1.4328 0.1267 -7.0611
C19 -1.8824 -0.5979 -8.1633
C20 -1.6224 -0.1194 -9.4551
H27 -0.5656 1.2866 -10.5979
H28 0.1512 2.7178 -8.5799
H29 -0.6053 1.8258 -6.3158
H30 -1.6837 -0.0422 -6.0244
H31 -2.3663 -1.5517 -8.0126
H32 -1.8026 -0.7023 -10.3462
O9 3.9700 -4.0228 -5.5638
C21 2.8264 -4.4294 -5.4733
O10 2.1618 -5.1970 -6.4194
C22 0.7989 -5.3606 -6.0999
C23 0.7621 -4.9704 -4.6224
C24 1.8964 -3.9873 -4.3711
H33 0.4361 -6.3540 -6.3639
H34 0.2157 -4.7015 -6.7429
H35 1.0153 -5.9183 -4.1476
H36 -0.2092 -4.6238 -4.2694
H37 2.4365 -4.2260 -3.4548
H38 1.6199 -2.9370 -4.4637
O11 -5.3522 -8.1359 -2.9138
C25 -5.3839 -7.1296 -2.1579
O12 -4.8839 -7.1701 -0.8558
C26 -4.9608 -5.9199 -0.1181
C27 -6.0328 -5.2117 -0.8931
C28 -5.9803 -5.7185 -2.3259
H39 -4.0167 -5.3750 -0.1255
H40 -5.1818 -6.0410 0.9424
H41 -5.8850 -4.1321 -0.8688
H42 -6.9894 -5.5015 -0.4584
H43 -5.3043 -5.0671 -2.8798
H44 -6.9199 -5.7629 -2.8766
O13 2.7363 6.3357 -4.3976
C29 2.7390 5.9948 -3.2160
O14 1.6922 6.1134 -2.4136
C30 1.9411 5.3924 -1.1905
C31 3.4571 5.2245 -1.1274
C32 3.9490 5.4551 -2.5179
H45 1.3978 4.4489 -1.1380
H46 1.5275 6.0773 -0.4503
H47 3.8177 4.2577 -0.7762
H48 3.8801 5.9272 -0.4095
H49 4.1728 4.4509 -2.8780
H50 4.7285 6.2169 -2.5363
O15 8.2281 8.4256 3.6935
C33 7.8060 7.4217 4.3268
O16 6.7702 6.7884 3.8327
C34 6.5390 5.6343 4.5396
C35 7.0003 5.8803 5.9312
C36 8.1996 6.8519 5.7260
H51 7.1477 4.8911 4.0246
H52 5.5030 5.3017 4.4743
H53 7.2260 4.9479 6.4485
H54 6.1797 6.3944 6.4316
H55 9.1730 6.3777 5.6003
H56 8.2304 7.6280 6.4907

- LUMO level: -7.02 eV
- Kohn-Sham gap: 2.00 eV
- HOMO: -9.0 eV
- E: -136476.924 eV
- Charge: +1
- 2S+1: 1
- ΔE to the lowest compared entry with this formula, charge and spin: 280.31 kcal/mol


Below is a structure of composition C36H56N11OPSSn in a non-equilibrium geometry, with properties calculated with ωB97M-V/def2-TZVPD.

Atoms and positions in Å:
Sn1 0.4622 -1.2289 -1.4000
N1 -2.3798 -4.7333 -1.9005
C1 -3.3290 -3.8584 -2.3905
C2 -2.6933 -2.6683 -2.5365
N2 -1.3741 -2.8123 -2.1630
C3 -1.2199 -4.0592 -1.7824
C4 0.0681 -4.5512 -1.3269
N3 1.0613 -3.7218 -1.1156
C5 2.1506 -4.4944 -0.7555
C6 1.7856 -5.8021 -0.7508
N4 0.4555 -5.8232 -1.1165
H1 -2.5504 -5.6981 -1.6726
H2 -4.3457 -4.1581 -2.5832
H3 -3.0749 -1.7323 -2.9116
H4 3.1120 -4.0609 -0.5453
H5 2.3352 -6.7008 -0.5254
H6 -0.0888 -6.6604 -1.2450
C7 6.3307 1.7010 -0.0187
C8 6.0800 1.0979 -1.3910
N5 5.2024 -0.0907 -1.3021
C9 5.8846 -1.3859 -1.1134
C10 6.0588 -2.1465 -2.4223
C11 3.8854 0.0556 -1.3620
S1 2.9610 -1.4452 -1.0962
N6 3.4029 1.2700 -1.5360
C12 2.1493 1.5431 -1.8731
O1 1.2799 0.6932 -2.2145
C13 1.7618 2.9798 -1.8845
C14 0.4865 3.3271 -2.3261
C15 0.0863 4.6536 -2.3233
C16 0.9614 5.6408 -1.8835
C17 2.2391 5.2996 -1.4562
C18 2.6408 3.9728 -1.4569
H7 7.0617 2.5068 -0.0886
H8 6.7145 0.9522 0.6775
H9 5.4027 2.1069 0.3877
H10 7.0106 0.7722 -1.8531
H11 5.6083 1.8227 -2.0436
H12 5.3320 -1.9801 -0.3889
H13 6.8576 -1.1680 -0.6781
H14 5.0948 -2.3348 -2.8966
H15 6.5414 -3.1067 -2.2324
H16 6.6801 -1.5817 -3.1189
H17 -0.1686 2.5441 -2.6886
H18 -0.9006 4.9240 -2.6796
H19 0.6515 6.6788 -1.8875
H20 2.9275 6.0712 -1.1330
H21 3.6342 3.6951 -1.1297
C19 1.9196 -2.9443 4.0966
C20 0.7528 -1.9942 3.7912
C21 0.6255 -1.7454 2.3471
N7 0.5763 -1.5891 1.2118
H22 2.0008 -3.0809 5.1728
H23 2.8582 -2.5322 3.7286
H24 1.7614 -3.9179 3.6344
H25 0.9013 -1.0378 4.2888
H26 -0.1916 -2.4046 4.1487
N8 -1.1030 -0.0997 -0.9255
P1 -1.7515 0.3456 0.4580
N9 -0.8118 1.2222 1.4657
C22 -0.9955 1.3427 2.9156
C23 -0.9116 2.8022 3.3418
C24 0.4318 3.3915 2.9166
C25 0.6116 3.2397 1.4072
C26 0.4760 1.7760 1.0104
N10 -2.5935 -0.7838 1.3153
C27 -3.6934 -0.4098 2.2381
C28 -4.9587 -1.2091 1.9597
C29 -4.7140 -2.7292 2.0744
C30 -3.2271 -3.0670 1.9152
C31 -2.6108 -2.1831 0.8449
N11 -2.9202 1.3987 -0.1012
C32 -3.9871 0.8570 -0.9653
C33 -3.7458 1.2592 -2.4189
C34 -3.8157 2.7927 -2.5753
C35 -3.5926 3.5010 -1.2292
C36 -2.5348 2.8029 -0.3891
H27 -0.1929 0.7863 3.4152
H28 -1.9417 0.9066 3.2122
H29 -1.0434 2.8754 4.4231
H30 -1.7282 3.3585 2.8723
H31 1.2362 2.8464 3.4276
H32 0.5093 4.4370 3.2155
H33 1.5895 3.6065 1.0914
H34 -0.1437 3.8301 0.8811
H35 1.2915 1.2023 1.4751
H36 0.5480 1.6534 -0.0649
H37 -3.8967 0.6536 2.1267
H38 -3.3883 -0.5844 3.2742
H39 -5.3333 -0.9567 0.9661
H40 -5.7208 -0.8929 2.6712
H41 -5.2854 -3.2434 1.2991
H42 -5.0730 -3.1011 3.0342
H43 -3.1025 -4.1170 1.6421
H44 -2.6980 -2.9108 2.8602
H45 -3.1947 -2.2821 -0.0763
H46 -1.5934 -2.4929 0.6149
H47 -4.9441 1.2669 -0.6295
H48 -4.0240 -0.2250 -0.8498
H49 -4.4781 0.7651 -3.0607
H50 -2.7541 0.8883 -2.6854
H51 -4.7878 3.0864 -2.9708
H52 -3.0659 3.1233 -3.2969
H53 -4.5296 3.5323 -0.6692
H54 -3.2831 4.5351 -1.3811
H55 -2.3849 3.3235 0.5561
H56 -1.5766 2.8211 -0.9179

- LUMO level: -6.95 eV
- Kohn-Sham gap: 5.78 eV
- HOMO: -12.7 eV
- E: -82624.576 eV
- Charge: +2
- 2S+1: 1
- ΔE to the lowest compared entry with this formula, charge and spin: 42.56 kcal/mol